1.
Below is a molecular structure, C2H4BrClIN in a non-equilibrium geometry, with properties calculated with ωB97M-V/def2-TZVPD.

The geometry in XYZ format:
```
10
Properties=species:S:1:pos:R:3
C -1.105 0.368 0.661
C 0.622 -0.652 -0.686
N -0.013 0.457 -0.255
Cl -0.302 -1.987 -1.234
Br 2.106 -1.345 0.644
I 1.285 1.951 -0.022
H -1.657 1.414 0.885
H -1.985 -0.353 0.230
H -0.738 -0.104 1.608
H 1.788 0.251 -1.831
```

Output
- HOMO (alpha / beta) (hartree) = -0.3244 / -0.3245
- LUMO energy (alpha / beta) (eV) = -1.0 / -1.0
- frontier orbital gap (alpha / beta) (Eh) = 0.28667 / 0.28673

2.
Below is a molecular structure, C30H49FP2Pd in a non-equilibrium geometry, with properties calculated with ωB97M-V/def2-TZVPD.

The geometry in XYZ format:
```
83
Properties=species:S:1:pos:R:3
Pd 0.018 0.334 0.524
C -1.923 1.502 0.372
C -2.543 0.651 -0.616
C -2.527 -0.522 1.379
C -1.935 0.769 1.643
C -2.863 -0.590 -0.002
C -1.880 2.988 0.286
H -1.534 3.329 -0.697
H -1.231 3.413 1.060
H -2.889 3.415 0.431
C -1.812 1.403 2.985
H -1.636 2.481 2.911
H -0.984 0.960 3.547
H -2.731 1.254 3.571
C -2.881 -1.535 2.401
H -3.971 -1.696 2.425
H -2.567 -1.219 3.406
H -2.413 -2.511 2.194
C -3.551 -1.724 -0.672
H -4.646 -1.628 -0.611
H -3.280 -2.683 -0.205
H -3.293 -1.775 -1.742
C -2.934 1.102 -1.966
H -3.925 1.596 -1.987
H -2.977 0.266 -2.673
H -2.204 1.825 -2.354
C 1.371 0.609 -2.825
C 0.326 1.435 -3.004
C -0.309 1.674 -4.338
C -1.207 0.550 -4.934
C -1.278 -0.761 -4.189
C -0.223 -1.566 -4.025
C 1.127 -1.272 -4.628
C 1.990 -0.163 -3.949
H 0.467 1.924 -5.082
H -0.873 0.386 -5.972
H -0.923 2.584 -4.243
H 2.319 0.534 -4.742
H 1.872 0.517 -1.854
H -0.058 2.045 -2.177
H 2.910 -0.632 -3.569
H 1.707 -2.209 -4.605
H -0.318 -2.526 -3.500
H 1.024 -1.002 -5.693
H -2.231 0.943 -5.005
H -2.271 -1.083 -3.851
P 1.584 1.842 1.165
C 1.452 2.994 2.569
H 2.424 3.483 2.711
H 1.190 2.465 3.490
H 0.697 3.767 2.376
C 3.288 1.242 1.122
H 3.938 1.991 1.590
H 3.597 1.085 0.084
H 3.358 0.301 1.668
C 1.668 3.069 -0.204
H 1.955 2.573 -1.136
H 2.410 3.843 0.040
H 0.696 3.551 -0.357
P 0.926 -2.058 0.334
C -0.286 -3.100 -0.556
H 0.227 -3.983 -0.962
H -0.730 -2.528 -1.380
H -1.078 -3.433 0.127
C 2.311 -2.178 -0.846
H 1.924 -2.100 -1.868
H 2.795 -3.152 -0.723
H 3.041 -1.383 -0.667
C 1.458 -3.229 1.642
H 1.965 -4.086 1.180
H 0.593 -3.592 2.211
H 2.155 -2.750 2.339
F 1.617 -1.823 6.847
C 1.533 -1.225 5.613
C 2.500 -0.294 5.256
C 2.394 0.319 3.984
C 1.353 0.005 3.146
C 0.427 -0.934 3.504
C 0.491 -1.575 4.766
H 3.310 -0.031 5.924
H 3.151 1.045 3.714
H -0.386 -1.198 2.822
H -0.259 -2.315 5.050
```

Output
- ⟨S²⟩ = 6.020
- HOMO (alpha / beta) (hartree) = -0.4946 / -0.5197
- charge = +2
- LUMO energy (alpha / beta) (eV) = -4.8 / -9.4
- multiplicity = 5
- frontier orbital gap (alpha / beta) (Eh) = 0.31668 / 0.17310

3.
Below is 2 unconnected molecules or ions with the total composition C2H6O in a non-equilibrium geometry, with properties calculated with ωB97M-V/def2-TZVPD.

The geometry in XYZ format:
```
9
Properties=species:S:1:pos:R:3
C 0.479 -0.552 -0.669
C 1.521 0.045 -1.346
H -0.243 0.292 -0.215
H 0.033 -1.574 -0.714
H 1.597 1.138 -1.475
H 2.262 -0.645 -1.817
O -2.158 0.117 2.129
H -1.236 0.035 1.869
H -2.254 1.143 2.237
```

Output
- SMILES = C=C.O
- HOMO (hartree) = -0.3733
- LUMO energy (eV) = 0.9
- frontier orbital gap (Eh) = 0.40607

4.
Below is a molecular structure, C26H32BClCoN2O4 in a non-equilibrium geometry, with properties calculated with ωB97M-V/def2-TZVPD.

The geometry in XYZ format:
```
67
Properties=species:S:1:pos:R:3
Co -0.189 0.751 0.377
Cl -1.842 2.061 0.003
N -1.044 -0.619 1.469
N 0.957 1.266 -1.204
C -2.173 -1.256 1.139
C 0.587 1.323 -2.486
C -1.090 -0.364 2.935
C -2.585 -0.447 3.202
C -0.513 0.990 3.315
C -0.364 -1.478 3.692
H -1.018 1.782 2.747
H 0.565 1.032 3.130
H -0.682 1.141 4.390
H -0.819 -2.454 3.470
H -0.464 -1.274 4.769
H 0.702 -1.508 3.438
C 1.927 2.379 -0.989
C 1.575 3.318 -2.132
C 3.359 1.868 -1.156
C 1.760 3.042 0.367
H 0.720 3.362 0.500
H 2.424 3.916 0.402
H 2.047 2.363 1.176
H 3.501 1.447 -2.161
H 3.589 1.104 -0.407
H 4.045 2.719 -1.023
O 0.857 2.476 -3.091
H 2.439 3.750 -2.654
H 0.889 4.118 -1.829
O -3.133 -1.174 2.049
H -3.062 0.541 3.219
H -2.853 -1.014 4.103
C -2.468 -2.132 -0.042
C 0.014 0.267 -3.388
C -1.353 -0.257 -3.047
H 0.714 -0.579 -3.303
H 0.036 0.653 -4.414
C -1.418 -1.293 -2.119
C -2.587 -1.457 -1.382
H -0.565 -1.944 -1.959
C -3.804 -1.091 -1.987
C -3.756 -0.300 -3.139
C -5.132 -1.545 -1.445
C -2.544 0.133 -3.688
H -4.693 -0.002 -3.620
C -2.541 0.965 -4.940
H -3.559 1.075 -5.338
H -1.938 0.499 -5.733
H -2.144 1.973 -4.762
H -5.181 -2.641 -1.371
H -5.950 -1.234 -2.108
H -5.337 -1.131 -0.449
H -3.377 -2.701 0.184
H -1.610 -2.820 -0.106
O 2.260 0.410 1.955
B 1.376 -0.155 0.946
O 1.859 -1.435 0.589
C 2.984 -1.628 1.337
C 3.761 -2.768 1.388
C 4.822 -2.761 2.297
C 5.085 -1.651 3.104
C 4.297 -0.495 3.046
C 3.236 -0.524 2.153
H 3.523 -3.619 0.753
H 5.447 -3.650 2.365
H 5.925 -1.697 3.794
H 4.504 0.374 3.669
```

Output
- ⟨S²⟩ = 6.023
- HOMO (alpha / beta) (hartree) = 0.0019 / -0.1704
- charge = -1
- LUMO energy (alpha / beta) (eV) = 2.7 / 2.7
- multiplicity = 5
- frontier orbital gap (alpha / beta) (Eh) = 0.09806 / 0.26892

Here are the calculated relative energy (zero: lowest compared OMol25 entry of this formula, charge and spin) numbers, same order: 3.613, 0.000, 1.392, 0.000 (eV).